Here is a molecular structure, H12NaO6 from the OMol25 dataset. Energies are from wB97M-V/def2-TZVPD.

Molecular weight   131.08 g/mol
Energy relative to the best compared isomer or geometry (same formula, charge and spin)   0.903 eV
HOMO-LUMO gap   11.131 eV
HOMO   -0.534 Eh
E_tot   -16892.4255 eV
Total charge   +1

Cartesian coordinates (Å):
Na: -0.1931 -0.3361 -0.2584
O: 1.7858 -0.4765 1.9780
H: 1.2263 0.2982 2.0332
H: 2.4964 -0.3038 2.5956
O: 0.0681 -2.8924 -0.5935
H: -0.6907 -3.1818 -1.1002
H: 0.8167 -3.0585 -1.1664
O: 0.4647 -1.1328 -2.9813
H: 0.1894 -0.6790 -3.7779
H: -0.0541 -1.9372 -2.9719
O: -2.7405 0.4143 0.0760
H: -3.5656 0.0843 0.4317
H: -2.7817 1.3608 0.2128
O: 1.3862 1.8152 -0.4003
H: 1.4657 2.6442 -0.8721
H: 1.4764 2.0544 0.5221
O: -0.2029 1.4918 1.9863
H: -0.1313 2.4285 1.8024
H: -1.0160 1.4064 2.4840